Computed, not measured: an isolated molecule of C2H3NO2S at a distorted geometry, with ωB97M-V/def2-TZVPD.

```
9
C2H3NO2S, DFT ωB97M-V/def2-TZVPD
O -0.868 -0.199 -1.876
N -0.017 0.835 -1.368
C 0.581 0.738 -0.197
C 0.413 -0.256 0.944
O -0.536 -1.252 0.817
S 1.276 -0.089 2.233
H -1.178 0.255 -2.600
H 1.009 1.666 0.336
H -0.678 -1.698 1.710
```

Results
* E_LUMO: -0.681 eV
* strongest force on any atom: 5.03 eV/Å
* HOMO level: -9.460 eV
* energy relative to the best compared isomer or geometry (same formula, charge and spin): 84.1 kcal/mol
* frontier orbital gap: 8.78 eV